The following is a DFT calculation (ωB97M-V with the def2-TZVPD basis set) of 2 unconnected molecules or ions with the total composition C4H10N2O3 in a non-equilibrium geometry.

CARTESIAN COORDINATES (ANGSTROEM)
1 C -0.353 -0.257 0.894
2 C -0.211 -1.293 -0.041
3 C 0.995 0.503 -1.742
4 C 0.076 1.208 -0.543
5 N -1.671 0.053 1.317
6 N 0.662 -0.081 1.850
7 O -1.182 1.353 -1.103
8 O 0.824 -2.146 -0.007
9 O 0.630 2.119 0.079
10 H -1.794 1.337 -0.339
11 H 0.760 -2.771 -0.747
12 H -0.996 -1.499 -0.756
13 H -1.616 0.718 2.086
14 H -2.165 -0.774 1.641
15 H 1.449 -0.701 1.683
16 H 0.973 0.891 1.794
17 H 0.534 -0.274 -2.360
18 H 1.965 0.237 -1.322
19 H 1.119 1.375 -2.384

Cartesian forces (eV/Å) of the 3 atoms listed first:
C 0.56 -3.79 -0.22
C -1.23 1.27 1.73
C -0.88 1.55 1.63

Calculated values
**HOMO energy**: -8.16 eV
**Total energy**: -13430.6072 eV
**Structure (SMILES)**: NC(N)=CO.CC(=O)O
**E_LUMO**: 0.1 eV
**Orbital gap**: 8.3 eV
**Strongest force on any atom**: 5.5 eV Å⁻¹
**ΔE to the lowest compared entry with this formula, charge and spin**: 74.93 kcal per mole